The following is a DFT calculation (wB97M-V/def2-TZVPD) of a 2-piece molecular cluster, C5H8O2 overall.

Each line ends with the natural charge from an NBO analysis.
CARTESIAN COORDINATES (ANGSTROEM)
C -0.7849 1.4928 -0.6811  -0.4708
C -0.9811 0.2687 -0.2193  0.0410
C -1.1974 -1.1514 -0.5133  -0.4541
C -1.3835 -0.5891 0.8988  -0.4537
H -0.5882 1.6733 -1.7376  0.2109
H -0.8126 2.3578 -0.0194  0.2111
H -2.0758 -1.3961 -1.1081  0.2225
H -0.3331 -1.7992 -0.6560  0.2475
H -2.3916 -0.4441 1.2834  0.2225
H -0.6343 -0.8882 1.6308  0.2480
O 1.6896 -1.0583 0.6565  -0.6128
C 2.4877 -0.1961 0.3746  0.6570
O 2.2036 0.9856 -0.1582  -0.6882
H 3.5717 -0.2832 0.5268  0.1116
H 1.2300 1.0274 -0.2779  0.5076

For the HOMO-LUMO gap, the calculation gives 11.08 eV. The energy relative to the best compared isomer or geometry (same formula, charge and spin) comes out at 43.9 kcal per mole. Its largest force on an atom is 0.0125 hartree/bohr. As for the HOMO energy: -10.1 eV. Its LUMO energy is 1.02 eV. For the total energy, the calculation gives -345.7350 Ha. As for the SMILES: C=C1CC1.O=CO.

---

The following is a DFT calculation (wB97M-V/def2-TZVPD) of C2H5NOS as an isolated structure at a distorted geometry.

Each line ends with the natural charge from an NBO analysis.
CARTESIAN COORDINATES (ANGSTROEM)
C -0.1455 -0.2514 1.1928  -0.3968
C -0.6139 0.1646 -1.2378  -0.1974
H -1.0972 0.0016 1.3003  0.1987
H -0.0220 -1.3011 2.0573  0.1830
H 0.5184 0.3585 1.7328  0.2141
H 1.7200 1.0529 -0.7226  0.4331
H 0.0050 0.5900 -2.2255  0.2182
N 0.1942 -0.5511 -0.2827  -0.1409
O 1.6142 -0.1421 -0.4863  -0.5695
S -2.1734 0.0782 -1.3283  0.0574

For the HOMO-LUMO gap, the calculation gives 8.78 eV. The energy relative to the best compared isomer or geometry (same formula, charge and spin) comes out at 131.2 kcal per mole. Its largest force on an atom is 0.1326 hartree/bohr. As for the HOMO energy: -9.1 eV. Its LUMO energy is -0.33 eV. For the total energy, the calculation gives -607.1977 Ha.

---

The following is a DFT calculation (wB97M-V/def2-TZVPD) of C44H54AsN2SSbV as an isolated structure.

Each line ends with the Löwdin spin population.
CARTESIAN COORDINATES (ANGSTROEM)
V 0.6408 0.9728 0.3621  1.2806
C 1.4621 4.3160 0.4407  -0.0009
C -0.0209 4.3497 0.2027  -0.0005
C -0.5842 5.3994 -0.5089  0.0001
C -1.9594 5.4727 -0.6813  -0.0019
C -2.7949 4.4947 -0.1585  -0.0005
C -2.2883 3.4253 0.5706  -0.0008
C -3.2224 2.3740 1.0971  -0.0006
C -0.8960 3.3942 0.7492  0.0024
N -0.2728 2.3378 1.4766  -0.0132
C -0.4691 1.9875 2.6978  0.0031
C -1.3298 2.6762 3.6822  0.0002
C 0.4096 0.8147 3.0992  0.0053
C 0.3796 0.3271 4.4922  0.0003
N 1.1686 0.3624 2.1475  -0.0058
C 2.3240 -0.4550 2.4456  0.0042
C 2.3777 -1.7742 1.9738  -0.0002
C 1.2388 -2.4084 1.2303  0.0042
C 3.5189 -2.5077 2.2684  -0.0003
C 4.5618 -1.9477 2.9950  -0.0018
C 4.4804 -0.6417 3.4428  0.0002
C 3.3580 0.1445 3.1807  -0.0005
C 3.3397 1.5584 3.6907  0.0001
H 2.0057 4.6347 -0.4478  -0.0001
H 1.8437 3.3244 0.7340  -0.0009
H 1.7444 4.9901 1.2530  0.0000
H 0.0531 6.1728 -0.9184  0.0000
H -2.3859 6.3014 -1.2303  -0.0001
H -3.8636 4.5657 -0.3160  0.0000
H -3.9299 2.0837 0.3205  -0.0001
H -3.8122 2.7569 1.9321  -0.0001
H -2.7134 1.4671 1.4286  -0.0002
H -1.7483 3.5910 3.2688  0.0000
H -0.7506 2.9107 4.5783  0.0002
H -2.1452 2.0193 3.9984  0.0001
H -0.6570 0.1912 4.8085  0.0003
H 0.7982 1.0869 5.1619  0.0001
H 0.9458 -0.5928 4.6153  -0.0001
H 0.2853 -2.2822 1.7512  0.0001
H 1.4109 -3.4778 1.1195  0.0004
H 1.1225 -2.0023 0.2191  0.0025
H 3.5838 -3.5380 1.9439  0.0000
H 5.4381 -2.5397 3.2221  -0.0001
H 5.2970 -0.2178 4.0138  0.0001
H 4.3108 2.0244 3.5264  0.0000
H 3.1679 1.5834 4.7688  0.0000
H 2.5916 2.1969 3.2168  0.0001
S -0.7327 -0.1323 -0.7799  -0.1574
Sb -2.2817 -2.1395 -1.3750  -0.0076
C -1.1421 -3.8144 -1.0141  -0.0026
C -1.4295 -4.5492 0.1421  -0.0009
C -0.7759 -5.7499 0.3587  -0.0002
C 0.1549 -6.2079 -0.5654  -0.0016
C 0.4486 -5.4700 -1.7099  -0.0002
C -0.1958 -4.2683 -1.9407  -0.0008
C -3.8654 -1.8439 -0.0844  -0.0026
C -3.7098 -1.4446 1.2411  -0.0009
C -4.8233 -1.4065 2.0620  -0.0002
C -6.0703 -1.7723 1.5625  -0.0005
C -6.2155 -2.1727 0.2426  -0.0003
C -5.1113 -2.2073 -0.5977  -0.0006
C -2.6957 -1.6766 -3.3332  -0.0042
C -2.3452 -2.5543 -4.3658  -0.0011
C -2.7590 -2.2714 -5.6560  -0.0005
C -3.5064 -1.1278 -5.9111  -0.0020
C -3.8566 -0.2586 -4.8826  -0.0002
C -3.4603 -0.5299 -3.5871  -0.0015
H -2.1848 -4.2143 0.8458  0.0000
H -1.0050 -6.3415 1.2344  0.0000
H 0.6498 -7.1563 -0.4010  -0.0001
H 1.1662 -5.8449 -2.4267  0.0000
H 0.0379 -3.6979 -2.8314  0.0000
H -2.7316 -1.1794 1.6296  -0.0005
H -4.7293 -1.1044 3.0961  0.0000
H -6.9357 -1.7469 2.2114  0.0000
H -7.1872 -2.4562 -0.1376  0.0000
H -5.2409 -2.5081 -1.6315  0.0000
H -1.7885 -3.4612 -4.1734  0.0000
H -2.5111 -2.9483 -6.4617  0.0000
H -3.8315 -0.9171 -6.9215  -0.0001
H -4.4511 0.6186 -5.0970  0.0000
H -3.7572 0.1364 -2.7836  -0.0001
C 2.3392 -1.2704 -2.7395  -0.0005
C 3.2797 -0.7214 -1.6824  -0.0047
As 2.8089 1.0325 -0.9722  -0.0517
C 4.3609 1.6081 0.0612  -0.0092
C 5.5779 1.8350 -0.8347  -0.0050
C 2.5712 2.2580 -2.4729  -0.0107
C 1.1249 2.4264 -2.9161  -0.0005
H 2.6406 -2.2874 -2.9903  -0.0002
H 2.3765 -0.6858 -3.6587  0.0000
H 1.3033 -1.3030 -2.3927  -0.0004
H 4.2771 -0.5501 -2.0981  -0.0023
H 3.3968 -1.3856 -0.8232  -0.0001
H 4.5380 0.8190 0.7951  0.0000
H 4.0839 2.5167 0.5991  -0.0001
H 5.9528 0.9039 -1.2573  -0.0001
H 6.3805 2.2632 -0.2343  -0.0012
H 5.3767 2.5343 -1.6465  -0.0002
H 3.1908 1.8495 -3.2752  -0.0020
H 3.0234 3.2028 -2.1672  -0.0001
H 0.7143 1.5014 -3.3224  -0.0002
H 1.0661 3.1862 -3.6952  0.0001
H 0.4749 2.7629 -2.0989  0.0001

For the HOMO-LUMO gap (alpha / beta), the calculation gives 5.36 / 5.86 eV. The expectation value of S² is 0.830. The energy relative to the best compared isomer or geometry (same formula, charge and spin) comes out at 4.5 kcal per mole. Its largest force on an atom is 0.0166 hartree/bohr. Its total charge is +4. As for the HOMO energy (alpha / beta): -18.7 / -18.7 eV. Its LUMO energy (alpha / beta) is -13.38 / -12.88 eV. Its spin multiplicity is 2. For the total energy, the calculation gives -5635.3262 Ha.

---

The following is a DFT calculation (wB97M-V/def2-TZVPD) of one molecule with the formula C3H6N2OS at a distorted geometry.

Each line ends with the natural charge from an NBO analysis.
CARTESIAN COORDINATES (ANGSTROEM)
C 0.8632 0.6382 2.1913  0.3309
C 0.3287 -0.0839 -1.4501  -0.4312
C -0.1924 0.3184 1.2507  -0.0127
N -0.5921 -0.9746 -0.7468  -0.4501
N -0.2861 -0.8873 0.6003  -0.3683
O 1.8331 -0.0421 2.4814  -0.4999
S 0.3504 1.7017 -1.0934  -0.1138
H 0.6621 1.6091 2.6159  0.1294
H 1.3487 -0.5727 -1.2171  0.1974
H 0.1405 -0.3033 -2.5668  0.2463
H -1.0339 0.8375 0.9885  0.2191
H -1.5253 -0.6139 -1.0075  0.3574
H 0.4219 -1.5984 0.7684  0.3957

For the HOMO-LUMO gap (alpha / beta), the calculation gives 7.48 / 6.57 eV. The energy relative to the best compared isomer or geometry (same formula, charge and spin) comes out at 107.6 kcal per mole. Its largest force on an atom is 0.0790 hartree/bohr. As for the HOMO energy (alpha / beta): -8.9 / -8.5 eV. Its LUMO energy (alpha / beta) is -1.47 / -1.95 eV. For the total energy, the calculation gives -700.7177 Ha.

---

The following is a DFT calculation (wB97M-V/def2-TZVPD) of a 2-piece molecular cluster, C4H6O4 overall at a distorted geometry.

Each line ends with the natural charge from an NBO analysis.
CARTESIAN COORDINATES (ANGSTROEM)
O 0.4295 -0.6524 2.3373  -0.5704
C 0.5967 -0.6880 1.1362  0.2718
C 1.2288 0.6412 0.3764  0.6866
O 1.3982 1.7104 0.8850  -0.5734
O 1.6959 0.3120 -0.8533  -0.7163
H 1.0947 -1.5194 0.6067  0.1526
H 2.0901 1.0985 -1.2672  0.4985
C -1.2028 -0.8318 0.1380  -0.5753
C -1.2310 0.4564 -0.3393  0.2720
O -1.0082 0.8299 -1.5991  -0.6298
H -1.8165 -1.0802 0.9899  0.2644
H -1.0444 -1.6355 -0.5719  0.2169
H -1.4564 1.2953 0.3051  0.2105
H -0.7747 0.0637 -2.1438  0.4919

For the HOMO-LUMO gap, the calculation gives 9.20 eV. The energy relative to the best compared isomer or geometry (same formula, charge and spin) comes out at 79.2 kcal per mole. Its largest force on an atom is 0.0687 hartree/bohr. As for the HOMO energy: -9.2 eV. Its LUMO energy is 0.04 eV. For the total energy, the calculation gives -456.8947 Ha. As for the SMILES: O=CC(=O)O.C=CO.

---

The following is a DFT calculation (wB97M-V/def2-TZVPD) of one molecule with the formula CH3NS at a distorted geometry.

Each line ends with the natural charge from an NBO analysis.
CARTESIAN COORDINATES (ANGSTROEM)
N -0.3714 0.5358 -0.1326  -0.7881
C 0.3244 -0.5776 0.1044  -0.1278
S 1.8943 -0.6482 0.0937  -0.0667
H 0.2053 1.4396 -0.3467  0.4021
H -1.3588 0.5087 0.2586  0.4001
H -0.6937 -1.2584 0.0226  0.1803

For the HOMO-LUMO gap, the calculation gives 9.55 eV. The energy relative to the best compared isomer or geometry (same formula, charge and spin) comes out at 27.2 kcal per mole. Its largest force on an atom is 0.0997 hartree/bohr. As for the HOMO energy: -8.7 eV. Its LUMO energy is 0.81 eV. For the total energy, the calculation gives -492.7964 Ha. As for the SMILES: NC=S.